[1]
Entry from the Open Molecules 2025 dataset: a 2-piece molecular cluster, C4H11NO3 overall in a non-equilibrium geometry (the ωB97M-V functional and the def2-TZVPD basis).

The energy above the lowest of the compared OMol25 structures with the same formula, charge and spin comes out at 3.214 eV. As for the SMILES: N[C@@H](CO)CC=O.O. The net charge is 0. For the total energy, the calculation gives -11956.8954 eV. The value obtained for the HOMO energy is -9.6 eV. For the orbital gap, the calculation gives 0.3717 Ha.

Each line ends with the Löwdin charge.
Atoms and positions in Å:
1 C 0.07 1.48 -0.21  -0.25
2 O 0.56 2.78 0.05  -0.11
3 C 0.14 0.47 0.92  -0.43
4 C -1.18 -0.38 0.90  -0.11
5 C -1.01 -1.83 0.51  -0.24
6 O -1.48 -2.23 -0.56  0.03
7 N 1.34 -0.24 0.97  0.06
8 H -1.01 1.77 -0.44  0.14
9 H 0.58 0.97 -1.02  0.09
10 H 1.39 2.80 0.75  0.18
11 H 0.22 1.05 1.84  0.13
12 H -1.67 -0.34 1.89  0.12
13 H -1.96 0.10 0.19  0.13
14 H -0.60 -2.37 1.31  0.10
15 H 1.33 -1.04 1.59  0.09
16 H 1.58 -0.41 0.04  0.05
17 H 1.08 -1.46 -2.82  0.04
18 H -0.18 -0.56 -2.90  0.05
19 O 0.80 -0.55 -3.02  -0.07



[2]
Entry from the Open Molecules 2025 dataset: a 9-piece molecular cluster, FH16O8 overall in a non-equilibrium geometry (the ωB97M-V functional and the def2-TZVPD basis).

The energy above the lowest of the compared OMol25 structures with the same formula, charge and spin comes out at 1.389 eV. The net charge is -1. For the total energy, the calculation gives -19360.3219 eV. The value obtained for the HOMO energy is -7.0 eV. For the orbital gap, the calculation gives 0.3774 Ha.

Each line ends with the Löwdin charge.
Atoms and positions in Å:
1 F 9.90 1.65 -20.29  -0.45
2 O 10.59 3.88 -21.64  -0.04
3 H 11.49 3.71 -21.89  0.00
4 H 10.45 3.11 -21.12  -0.06
5 O 12.34 1.39 -21.64  -0.09
6 H 11.52 1.43 -21.08  0.00
7 H 12.83 2.18 -21.40  0.01
8 O 7.46 1.15 -18.92  -0.07
9 H 7.35 0.20 -18.79  0.04
10 H 8.38 1.22 -19.26  0.00
11 O 9.48 0.37 -22.60  -0.09
12 H 9.48 0.68 -21.66  -0.02
13 H 9.45 1.19 -23.09  0.03
14 O 7.76 4.15 -19.11  -0.07
15 H 7.23 4.74 -19.70  0.05
16 H 7.99 3.39 -19.62  -0.04
17 O 7.31 2.51 -21.58  -0.05
18 H 7.47 1.84 -20.94  -0.02
19 H 6.37 2.74 -21.52  0.05
20 O 11.70 2.54 -18.69  -0.07
21 H 11.48 3.25 -18.09  0.02
22 H 10.95 2.32 -19.26  -0.04
23 O 9.83 -0.70 -19.20  -0.07
24 H 8.97 -1.10 -19.26  0.01
25 H 9.94 0.22 -19.51  -0.02



[3]
Entry from the Open Molecules 2025 dataset: C5H8N as an isolated structure in a non-equilibrium geometry (the ωB97M-V functional and the def2-TZVPD basis).

The energy above the lowest of the compared OMol25 structures with the same formula, charge and spin comes out at 3.953 eV. The net charge is +1. For the total energy, the calculation gives -6794.1356 eV. The value obtained for the HOMO energy is -13.5 eV. For the orbital gap, the calculation gives 0.2695 Ha.

Each line ends with the Löwdin charge.
Atoms and positions in Å:
1 C -0.79 1.81 0.79  0.21
2 C -1.10 1.37 -0.56  0.11
3 C -0.35 0.37 1.19  -0.05
4 C 0.46 -0.66 -1.04  -0.21
5 C -0.32 0.27 -0.26  -0.16
6 N 0.83 -1.80 -0.30  0.02
7 H -0.88 2.71 1.35  0.13
8 H -1.57 1.77 -1.44  0.14
9 H 0.52 0.19 1.71  0.09
10 H -1.12 -0.42 1.59  0.19
11 H -0.17 -0.99 -1.87  0.16
12 H 1.36 -0.24 -1.44  0.16
13 H 0.47 -1.85 0.68  0.10
14 H 1.77 -2.21 -0.43  0.12



[4]
Entry from the Open Molecules 2025 dataset: a 13-piece molecular cluster, C22H58B2F8N6O12S4 overall in a non-equilibrium geometry (the ωB97M-V functional and the def2-TZVPD basis).

The net charge is +1. For the total energy, the calculation gives -123700.7838 eV. The value obtained for the HOMO energy (alpha / beta) is -6.9 / -8.8 eV. For the orbital gap (alpha / beta), the calculation gives 0.1523 / 0.2199 Ha. As for the spin multiplicity: 2.

Each line ends with the Löwdin spin population.
Atoms and positions in Å:
1 N 0.32 -3.50 5.15  0.00
2 H 1.27 -3.15 5.13  0.00
3 H -0.30 -3.11 4.45  0.00
4 H -0.14 -3.46 6.05  0.00
5 H 0.45 -4.41 4.73  0.00
6 N -2.92 -4.08 1.95  0.00
7 H -3.15 -3.63 2.83  0.00
8 H -3.39 -3.55 1.23  0.00
9 H -3.07 -5.08 1.98  0.00
10 H -1.93 -3.90 1.95  0.00
11 N -4.26 -0.06 1.93  0.00
12 H -3.61 -0.66 1.44  0.00
13 H -4.03 0.87 1.62  0.00
14 H -4.25 -0.24 2.93  0.00
15 H -5.22 -0.20 1.64  0.00
16 N -1.23 3.66 -0.74  0.00
17 H -2.13 3.35 -0.39  0.00
18 H -1.14 3.29 -1.68  0.00
19 H -0.47 3.24 -0.23  0.00
20 H -1.28 4.67 -0.76  0.00
21 N 2.16 1.03 5.25  0.00
22 H 3.04 1.38 5.60  0.00
23 H 2.09 0.92 4.25  0.00
24 H 1.41 1.62 5.61  0.00
25 H 1.99 0.10 5.61  0.00
26 N 3.43 2.75 1.55  0.00
27 H 3.95 3.22 2.28  0.00
28 H 3.14 1.88 1.97  0.00
29 H 4.17 2.56 0.89  0.00
30 H 2.63 3.11 1.07  0.00
31 C -0.68 0.13 0.50  -0.01
32 C -0.98 -1.10 0.91  0.10
33 C -0.08 -1.70 1.96  0.12
34 O -0.19 -2.92 2.29  0.11
35 C 0.80 -0.98 2.64  -0.01
36 C 1.15 0.37 2.25  0.18
37 C 0.33 1.00 1.04  0.15
38 O 0.59 2.17 0.63  0.15
39 O 2.19 0.95 2.61  0.12
40 O -2.09 -1.69 0.42  0.08
41 H -1.31 0.42 -0.33  0.00
42 H 1.41 -1.59 3.29  0.00
43 B 3.53 -1.99 5.62  0.00
44 F 2.86 -3.02 4.99  0.00
45 F 4.10 -1.15 4.79  0.00
46 F 2.39 -1.34 6.18  0.00
47 F 4.36 -2.56 6.53  0.00
48 B -4.10 2.90 0.40  0.00
49 F -4.48 3.49 -0.88  0.00
50 F -3.40 1.74 0.07  0.00
51 F -3.27 3.72 1.27  0.00
52 F -5.19 2.41 1.13  0.00
53 C -1.16 0.21 -4.77  0.00
54 C -0.15 -0.19 -3.65  0.00
55 C 0.69 1.09 -3.25  0.00
56 S 0.13 2.60 -4.18  0.00
57 O 1.29 3.37 -4.54  0.00
58 O -0.94 3.05 -3.27  0.00
59 C -0.56 1.42 -5.47  0.00
60 H -2.12 0.54 -4.36  0.00
61 H -1.55 -0.63 -5.34  0.00
62 H 0.36 -1.13 -3.87  0.00
63 H -0.65 -0.65 -2.80  0.00
64 H 1.75 1.00 -3.52  0.00
65 H 0.89 1.37 -2.22  0.00
66 H 0.16 1.09 -6.22  0.00
67 H -1.28 2.03 -6.01  0.00
68 C 2.26 -4.32 -0.19  0.00
69 C 3.53 -3.60 0.35  0.00
70 C 3.45 -3.65 1.85  0.00
71 S 2.85 -5.37 2.26  0.00
72 O 1.91 -5.42 3.38  0.00
73 O 4.06 -6.26 2.20  0.00
74 C 1.91 -5.55 0.65  0.00
75 H 2.27 -4.55 -1.25  0.00
76 H 1.46 -3.59 -0.04  0.00
77 H 3.50 -2.54 0.07  0.00
78 H 4.48 -4.07 0.10  0.00
79 H 2.63 -3.06 2.26  0.00
80 H 4.40 -3.51 2.37  0.00
81 H 0.85 -5.48 0.88  0.00
82 H 2.00 -6.53 0.18  0.00
83 C -4.71 -3.63 -3.12  0.00
84 C -4.08 -2.44 -3.78  0.00
85 C -4.00 -1.35 -2.76  0.00
86 S -5.52 -1.56 -1.56  0.00
87 O -6.66 -0.81 -2.14  0.00
88 O -5.15 -1.61 -0.14  0.00
89 C -5.81 -3.32 -2.15  0.00
90 H -3.92 -4.23 -2.65  0.00
91 H -5.03 -4.27 -3.95  0.00
92 H -4.71 -2.12 -4.60  0.00
93 H -3.15 -2.68 -4.30  0.00
94 H -4.22 -0.31 -2.99  0.00
95 H -3.10 -1.32 -2.14  0.00
96 H -6.71 -3.40 -2.75  0.00
97 H -5.83 -3.95 -1.26  0.00
98 C 3.30 6.09 -3.75  0.00
99 C 3.21 7.30 -2.74  0.00
100 C 2.66 6.89 -1.34  0.00
101 S 3.06 5.13 -1.10  0.00
102 O 1.87 4.30 -1.03  0.00
103 O 4.05 4.94 -0.08  0.00
104 C 3.96 5.04 -2.85  0.00
105 H 3.95 6.45 -4.56  0.00
106 H 2.33 5.82 -4.17  0.00
107 H 2.60 8.09 -3.19  0.00
108 H 4.21 7.71 -2.58  0.00
109 H 1.59 6.96 -1.15  0.00
110 H 3.07 7.56 -0.58  0.00
111 H 3.82 3.99 -3.07  0.00
112 H 5.03 5.24 -2.73  0.00



[5]
Entry from the Open Molecules 2025 dataset: C3H5NOS as an isolated structure in a non-equilibrium geometry (the ωB97M-V functional and the def2-TZVPD basis).

The energy above the lowest of the compared OMol25 structures with the same formula, charge and spin comes out at 2.822 eV. The net charge is 0. For the total energy, the calculation gives -17562.4450 eV. The value obtained for the HOMO energy is -9.9 eV. For the orbital gap, the calculation gives 0.3607 Ha.

Each line ends with the Löwdin charge.
Atoms and positions in Å:
1 C 0.29 -0.71 2.00  -0.47
2 C -0.17 0.34 0.96  -0.09
3 C -0.25 -0.89 0.10  -0.12
4 N 0.45 -1.67 0.93  0.13
5 O 0.32 -0.89 3.16  0.15
6 S -0.31 1.42 -2.42  0.47
7 H -1.10 0.96 1.13  0.12
8 H 0.63 0.92 0.47  0.10
9 H -0.58 -1.33 -0.86  0.11
10 H 0.59 1.73 -3.39  -0.21
11 H 0.14 0.12 -2.08  -0.19



[6]
Entry from the Open Molecules 2025 dataset: a 2-piece molecular cluster, C10H16 overall in a non-equilibrium geometry (the ωB97M-V functional and the def2-TZVPD basis).

The energy above the lowest of the compared OMol25 structures with the same formula, charge and spin comes out at 2.686 eV. The net charge is -1. For the total energy, the calculation gives -10625.6251 eV. The value obtained for the HOMO energy (alpha / beta) is 1.1 / -4.0 eV. For the orbital gap (alpha / beta), the calculation gives 0.0951 / 0.2765 Ha. As for the spin multiplicity: 2.

Each line ends with the Löwdin spin population.
Atoms and positions in Å:
1 C 0.84 -0.19 1.69  0.05
2 C 0.13 -1.56 2.16  0.04
3 C 1.55 0.08 0.41  0.12
4 C 2.57 -0.75 0.17  0.04
5 C 1.00 1.04 -0.57  0.18
6 C 2.99 -0.88 -1.21  0.17
7 C 1.43 0.90 -1.82  0.06
8 C 2.44 -0.08 -2.17  0.14
9 H -0.04 0.47 1.71  0.01
10 H 1.39 0.08 2.56  0.01
11 H -0.61 -1.89 1.45  0.01
12 H 2.82 -1.55 0.93  0.01
13 H 0.15 1.79 -0.33  0.03
14 H 3.71 -1.58 -1.45  0.02
15 H 0.90 1.16 -2.66  0.01
16 H 2.69 -0.24 -3.21  0.02
17 H -0.33 -1.40 3.11  0.01
18 H 0.81 -2.23 2.21  0.01
19 C -3.48 0.65 0.17  0.02
20 C -2.71 1.00 -0.99  0.01
21 H -3.33 1.44 0.90  0.00
22 H -4.48 0.14 0.18  0.00
23 H -2.95 -0.06 0.72  0.00
24 H -2.85 0.46 -1.88  0.00
25 H -1.60 1.17 -0.77  0.00
26 H -3.05 2.04 -1.30  0.00



[7]
Entry from the Open Molecules 2025 dataset: an isolated ion of composition C36H30ClO4 and charge -1 in a non-equilibrium geometry (the ωB97M-V functional and the def2-TZVPD basis).

As for the SMILES: CCOC(=O)[C@@H](c1cccc(Cl)c1)[C@H](c1ccc(OC)cc1)c1cc(-c2ccccc2)c([O-])c(-c2ccccc2)c1. The net charge is -1. For the total energy, the calculation gives -58531.8501 eV. The value obtained for the HOMO energy is -3.5 eV. For the orbital gap, the calculation gives 0.2150 Ha.

Each line ends with the Löwdin charge.
Atoms and positions in Å:
1 C -5.08 0.35 2.43  -0.08
2 C -3.68 0.90 2.60  -0.22
3 O -2.84 -0.05 3.32  -0.01
4 C -1.60 0.43 3.64  -0.41
5 C -0.76 -0.64 4.38  -0.09
6 C 0.54 -0.84 3.65  -0.16
7 C 1.34 0.29 3.33  -0.04
8 C 2.73 0.17 3.10  -0.66
9 Cl 3.66 1.61 2.82  0.64
10 C 3.34 -1.07 2.97  -0.13
11 C 2.54 -2.21 3.10  -0.09
12 C 1.17 -2.11 3.38  -0.03
13 O -1.26 1.55 3.27  0.07
14 H -5.69 1.08 1.89  0.08
15 H -5.07 -0.57 1.83  0.07
16 H -5.60 0.14 3.38  0.09
17 H -3.26 1.08 1.60  0.12
18 H -3.74 1.86 3.12  0.11
19 H -1.32 -1.60 4.16  0.15
20 H 0.90 1.29 3.32  0.10
21 H 4.38 -1.13 2.69  0.09
22 H 3.00 -3.19 2.99  0.10
23 H 0.59 -3.03 3.50  0.11
24 C 2.62 -5.79 7.78  -0.09
25 O 2.97 -4.42 8.02  -0.10
26 C 2.08 -3.47 7.54  -0.25
27 C 2.36 -2.09 7.78  -0.03
28 C 1.51 -1.10 7.39  -0.02
29 C 0.28 -1.37 6.68  -0.17
30 C -0.75 -0.46 6.08  -0.16
31 C -2.00 -0.36 6.90  -0.17
32 C -2.76 0.85 6.88  -0.01
33 C -3.96 1.03 7.53  -0.11
34 C -4.78 2.22 7.35  -0.16
35 C -4.64 2.99 6.17  -0.05
36 C -5.41 4.14 5.92  -0.11
37 C -6.38 4.55 6.84  -0.13
38 C -6.54 3.82 8.02  -0.10
39 C -5.75 2.69 8.27  -0.03
40 C -4.43 -0.05 8.46  -0.30
41 O -5.37 0.15 9.28  -0.06
42 C -3.71 -1.35 8.45  -0.10
43 C -4.31 -2.51 9.14  -0.14
44 C -3.98 -3.83 8.72  -0.05
45 C -4.49 -4.98 9.33  -0.12
46 C -5.43 -4.89 10.36  -0.13
47 C -5.81 -3.61 10.79  -0.11
48 C -5.27 -2.47 10.19  -0.03
49 C -2.48 -1.38 7.80  0.00
50 C -0.04 -2.77 6.59  -0.06
51 C 0.85 -3.78 6.90  -0.03
52 H 3.46 -6.36 8.21  0.09
53 H 1.71 -6.10 8.29  0.09
54 H 2.56 -6.01 6.72  0.09
55 H 3.29 -1.84 8.31  0.11
56 H 1.71 -0.04 7.65  0.12
57 H -0.33 0.56 5.90  0.14
58 H -2.34 1.70 6.32  0.12
59 H -3.92 2.67 5.41  0.08
60 H -5.26 4.70 4.99  0.09
61 H -7.00 5.44 6.64  0.09
62 H -7.31 4.12 8.74  0.09
63 H -5.91 2.15 9.19  0.09
64 H -3.32 -3.93 7.85  0.10
65 H -4.17 -5.97 8.98  0.09
66 H -5.86 -5.80 10.81  0.09
67 H -6.55 -3.53 11.59  0.09
68 H -5.64 -1.51 10.54  0.09
69 H -1.84 -2.23 8.02  0.09
70 H -1.05 -3.05 6.24  0.12
71 H 0.58 -4.81 6.70  0.10



[8]
Entry from the Open Molecules 2025 dataset: C16H10F5N5O5STi as an isolated structure in a non-equilibrium geometry (the ωB97M-V functional and the def2-TZVPD basis).

The energy above the lowest of the compared OMol25 structures with the same formula, charge and spin comes out at 0.016 eV. The net charge is +2. For the total energy, the calculation gives -81964.0123 eV. The value obtained for the HOMO energy (alpha / beta) is -15.1 / -15.1 eV. For the orbital gap (alpha / beta), the calculation gives 0.2325 / 0.2325 Ha.

Each line ends with the Löwdin charge.
Atoms and positions in Å:
1 Ti -0.41 -0.23 0.75  1.03
2 O 2.96 1.46 2.47  0.21
3 C 2.15 0.81 1.60  -0.27
4 O 0.85 0.92 1.80  -0.10
5 C 2.82 -0.13 0.71  -0.02
6 O 1.81 -0.86 -0.05  -0.23
7 C 1.69 -2.33 0.10  0.00
8 C 1.04 -2.66 1.45  -0.49
9 O 1.46 -3.49 2.20  0.21
10 O -0.06 -1.88 1.58  -0.13
11 H 2.48 2.16 2.97  0.19
12 H 3.51 -0.76 1.30  0.19
13 H 3.47 0.41 -0.04  0.19
14 H 2.69 -2.75 -0.10  0.16
15 H 1.12 -2.61 -0.77  0.14
16 N -4.21 -1.82 -1.11  0.10
17 C -2.89 -1.89 -1.15  -0.09
18 N -2.39 -1.27 -0.09  0.07
19 C -3.54 -0.77 0.55  -0.31
20 N -4.63 -1.11 0.00  0.20
21 C -3.34 -0.03 1.74  -0.19
22 C -4.34 0.28 2.62  0.00
23 N -4.12 0.99 3.75  0.17
24 C -2.86 1.49 3.87  -0.04
25 C -1.85 1.27 2.95  -0.04
26 N -2.10 0.50 1.86  0.03
27 H -4.88 -1.92 -1.88  0.20
28 H -2.30 -2.25 -1.95  0.15
29 H -5.37 -0.13 2.47  0.16
30 H -2.69 2.05 4.79  0.14
31 H -0.95 1.84 3.06  0.12
32 F 3.69 1.54 -5.37  0.14
33 C 3.00 1.31 -4.19  -0.06
34 C 2.25 0.13 -4.03  -0.10
35 F 2.30 -0.86 -4.94  0.15
36 C 1.30 0.16 -3.01  -0.22
37 F 0.44 -0.84 -2.92  0.08
38 C 1.15 1.15 -1.96  -0.48
39 S -0.31 1.17 -1.03  0.86
40 C 2.05 2.20 -2.18  -0.19
41 F 1.96 3.37 -1.49  0.09
42 C 3.05 2.18 -3.16  -0.13
43 F 3.98 3.16 -3.16  0.14